Below is a 2-piece molecular cluster, CH3N2O2S overall in a non-equilibrium geometry, with properties calculated with ωB97M-V/def2-TZVPD.

Properties
- HOMO (alpha / beta): -4.601 / -1.060 eV
- Spin multiplicity: 1
- Total charge: -1
- Orbital gap (alpha / beta): 8.33 / 3.78 eV
- Energy above the lowest of the compared OMol25 structures with the same formula, charge and spin: 124.2 kcal/mol

XYZ file:
```
9
CH3N2O2S, DFT ωB97M-V/def2-TZVPD
C 0.2991 1.5146 -0.5542
N 0.0294 2.6603 0.2638
N -0.3816 1.2683 0.6679
O 0.9746 -3.4210 -0.5818
O -1.2127 -3.5971 0.2934
S -0.4491 -3.4122 -0.9288
H 1.2013 1.0786 -0.7724
H 0.9380 2.9196 0.8692
H -1.3990 0.9890 0.7428
```